Entry 1:
{
  "formula": "C29H59NO10",
  "method": "ωB97M-V with the def2-TZVPD basis set",
  "energy_ev": -52993.4841,
  "fmax_ev_per_a": 3.10,
  "de_lowest_kj_mol": 32.3,
  "lumo_energy_ev": 0.4,
  "gap_ev": 9.2034,
  "e_homo_ev": -8.81,
  "species": ["H", "H", "C", "H", "C", "H", "H", "H", "O", "C", "H", "H", "H", "H", "H", "C", "H", "H", "H", "C", "C", "H", "C", "H", "C", "C", "C", "H", "H", "H", "O", "N", "H", "H", "H", "O", "H", "O", "H", "H", "H", "H", "O", "H", "C", "O", "H", "H", "C", "H", "H", "C", "O", "H", "H", "C", "H", "H", "H", "C", "H", "H", "H", "H", "H", "O", "H", "H", "H", "C", "C", "C", "H", "H", "O", "H", "C", "C", "H", "H", "H", "H", "C", "H", "H", "H", "H", "C", "C", "C", "C", "C", "H", "O", "H", "C", "C", "H", "C"],
  "coordinates": [[-3.0559, 1.5441, -7.3544], [2.6235, -2.6963, 4.8197], [1.1779, 5.2030, 5.1572], [-2.6867, 1.1552, -4.4866], [3.0086, 0.0365, -2.2869], [0.1983, -1.1250, 1.3144], [-5.1024, -0.3567, -9.9574], [2.1934, 1.1092, 4.6666], [-5.2654, 0.4269, -6.9818], [2.1144, -0.8609, 3.8282], [-2.1044, -3.0387, 0.4103], [1.9839, -2.8856, 3.1754], [2.9483, 2.3777, 1.7258], [8.1922, 1.8121, 1.9420], [6.4729, 1.6204, 1.5474], [-1.5398, -2.3099, -0.1619], [-4.2935, -1.6504, -9.0400], [-1.8733, -6.4328, 2.8209], [1.7068, 5.4645, -0.1320], [1.6772, 0.7323, -2.1335], [1.8715, 2.5495, 1.7611], [0.9649, -6.1885, 0.2794], [-1.7856, -5.4778, 2.3004], [-0.5612, 0.4322, 1.5251], [-4.3477, -2.1121, -2.7260], [5.5229, 2.5442, 4.0602], [-0.4174, -5.3533, 1.6741], [5.3982, 3.3593, 4.7683], [-5.9868, -1.2441, -8.7024], [-2.5562, -5.4134, 1.5304], [7.6300, 3.5663, 3.6374], [-1.6766, -0.9797, 0.4578], [0.3512, -0.9426, -2.1142], [1.9046, 5.4111, 4.3793], [7.2129, 0.6239, 2.8232], [0.9871, 4.7136, 2.1748], [2.7731, -0.1701, 5.7470], [2.3662, -0.4771, 2.7097], [-1.9310, -4.6704, 3.0147], [-4.9735, -2.0909, -3.6100], [1.2394, 5.9803, 5.9226], [1.5173, 2.3438, 2.7689], [2.3945, 3.1872, 5.3666], [0.5637, -0.1796, -3.7100], [-4.5808, 0.1718, -7.9453], [-3.1741, -2.8676, -2.9109], [2.9982, -0.9113, -1.7461], [-3.2594, 1.3962, -9.1097], [6.8635, 2.6669, 3.3797], [3.2128, -0.1504, -3.3424], [-3.4283, -2.7219, -4.9729], [-3.2481, 0.8470, -8.1671], [-2.2172, 0.9971, -0.4542], [0.8588, 2.3750, 7.1713], [1.4863, 3.8070, -0.7203], [1.5604, 3.9783, 1.3952], [-0.0523, -7.3873, 1.1003], [-4.9930, -0.1535, -2.4165], [-4.0547, -1.6178, -0.2508], [-2.6512, -2.8117, -4.2220], [4.7199, 2.5948, 3.3235], [-0.7369, -6.3667, -0.1884], [3.0660, 4.3224, -0.0876], [-3.8038, -0.1286, -4.8661], [-2.4509, 0.1021, -8.1922], [0.3379, -4.4598, 1.9789], [-0.4822, 3.2900, 6.4546], [-0.5148, -2.6347, -0.1210], [0.1534, 0.0350, -0.0163], [7.2064, 1.6095, 2.3552], [-0.0372, -6.3942, 0.6487], [-5.0178, -0.8363, -8.9811], [3.7964, 0.6670, -1.8800], [-4.5690, 0.0208, -0.2665], [1.5932, 1.8239, -1.6210], [-1.8929, -2.3544, -1.1836], [-2.5010, -0.1291, -0.2454], [1.4633, 3.8513, 5.7490], [1.0240, 0.0261, 5.4474], [-2.0108, -1.9391, -4.3194], [-4.3111, 1.2736, -3.8784], [-2.0312, -3.6730, -4.3945], [0.5373, 3.3597, 6.8369], [1.3768, 1.8736, 1.0639], [-4.9326, -2.6199, -1.9686], [-0.4194, 0.6114, -2.4597], [0.5601, 4.0463, 7.6842], [1.8877, -2.3269, 4.1028], [-4.0732, -0.6993, -2.2149], [2.0188, 0.0877, 5.0012], [-0.3971, -0.3675, 0.8277], [-3.5094, 0.5762, -4.0948], [0.1831, 5.2039, 4.7126], [-3.0526, -0.0800, -2.9386], [0.8831, -2.4792, 4.5004], [1.9847, 4.4225, 0.0209], [-3.8492, -0.6545, -0.6933], [5.4632, 1.5970, 4.5990], [0.4650, 0.0074, -2.6387]]
}

=====

Entry 2:
{
  "formula": "C29H59NO18Zr",
  "method": "ωB97M-V with the def2-TZVPD basis set",
  "energy_ev": -70653.4472,
  "fmax_ev_per_a": 4.20,
  "lumo_energy_ev": 0.2,
  "gap_ev": 8.1179,
  "e_homo_ev": -7.91,
  "species": ["O", "H", "C", "C", "H", "H", "C", "C", "H", "H", "C", "C", "C", "H", "C", "H", "O", "N", "H", "O", "H", "H", "O", "Zr", "C", "H", "H", "H", "C", "O", "C", "H", "H", "H", "C", "H", "C", "H", "O", "O", "H", "O", "H", "O", "C", "C", "H", "H", "H", "C", "H", "C", "O", "H", "C", "H", "H", "C", "H", "C", "O", "H", "H", "H", "C", "H", "C", "H", "O", "H", "H", "H", "H", "H", "H", "H", "H", "C", "O", "H", "O", "H", "O", "H", "C", "H", "H", "H", "H", "C", "H", "H", "H", "H", "C", "O", "H", "C", "H", "O", "H", "H", "H", "O", "H", "H", "C", "C"],
  "coordinates": [[14.1489, 29.7922, -22.3844], [21.1722, 26.2092, -19.7787], [20.5532, 26.0114, -20.6538], [18.9726, 20.0527, -21.1185], [11.9174, 21.9489, -26.0714], [14.4868, 27.4084, -26.3877], [12.3851, 24.5480, -23.6958], [14.4572, 23.6112, -20.4807], [13.3129, 32.9432, -22.3163], [19.9911, 18.3330, -20.1233], [19.1522, 18.5777, -20.7749], [14.0036, 21.1984, -25.7395], [12.8838, 21.8714, -26.5695], [20.7124, 26.9579, -21.1705], [13.7755, 25.0192, -24.2422], [16.9994, 26.9626, -16.8055], [21.0760, 22.6515, -20.1830], [22.1609, 22.5462, -20.7694], [20.9788, 21.3765, -26.5685], [16.2215, 22.7728, -24.9641], [12.7760, 21.3597, -27.5259], [16.8782, 21.0716, -18.1353], [18.6258, 22.7365, -23.3826], [16.7139, 23.5931, -22.6365], [21.4405, 20.4432, -26.2462], [13.0490, 22.9327, -26.7549], [14.0985, 21.5318, -24.7061], [14.3211, 21.5210, -20.5646], [16.1746, 22.2054, -26.0395], [17.5720, 22.4574, -20.7866], [17.2747, 22.4290, -27.0857], [14.9328, 31.5252, -23.1210], [17.4285, 23.5007, -26.9596], [14.8295, 31.4669, -21.3565], [13.9285, 29.0109, -21.2356], [16.7163, 25.3313, -16.5584], [20.5624, 19.6307, -25.3617], [15.3823, 25.9464, -26.0440], [13.6168, 26.0236, -25.0964], [14.7848, 24.7224, -23.6346], [17.2606, 18.9749, -25.7312], [23.1933, 23.1309, -20.3488], [12.4358, 27.3881, -21.1005], [15.5835, 24.4347, -20.9235], [18.8352, 25.1622, -24.3957], [14.2509, 22.2853, -21.3386], [11.9700, 23.9895, -24.5348], [12.2972, 31.5724, -21.6257], [13.6611, 24.3519, -20.5565], [22.1376, 21.8322, -22.0726], [14.2002, 26.9643, -21.2511], [15.3751, 27.7370, -24.7265], [14.0448, 29.3624, -20.0849], [16.9322, 22.3069, -28.1133], [13.3993, 27.6443, -21.5412], [16.7728, 26.3914, -19.1283], [19.4881, 25.7545, -23.7546], [18.2440, 18.9278, -25.2634], [11.6915, 25.3629, -23.4888], [17.9812, 21.7618, -19.8499], [15.1602, 22.0157, -22.3985], [18.1526, 19.3998, -24.2852], [21.1743, 21.8237, -22.5827], [12.5259, 23.8332, -22.8850], [14.7483, 26.7098, -25.5930], [16.6811, 22.8322, -18.3629], [18.4865, 17.4007, -24.9677], [16.3722, 27.9479, -25.1130], [15.2037, 21.3562, -26.4345], [18.9176, 16.8079, -25.7744], [14.7595, 28.6357, -24.6877], [19.2152, 18.0331, -21.7170], [12.5988, 31.5532, -23.3254], [18.1825, 20.2137, -21.8518], [18.3789, 25.8522, -16.5043], [20.4326, 23.7195, -23.9842], [18.1978, 21.8820, -26.8942], [19.1160, 25.6271, -20.3246], [18.4451, 24.9456, -21.1071], [15.3401, 27.4538, -23.6745], [18.8002, 25.9420, -19.1046], [19.1942, 17.3085, -24.1439], [21.0493, 19.1188, -24.3284], [13.2113, 22.2698, -21.6659], [14.3348, 31.1706, -22.2815], [22.7361, 22.5518, -22.6312], [18.9853, 25.6557, -25.3560], [14.4709, 23.3548, -19.4214], [22.6611, 20.8900, -21.9109], [17.4786, 25.7782, -18.5680], [17.0906, 24.8005, -18.8539], [13.2685, 27.6855, -22.6226], [21.7263, 19.8994, -27.1465], [17.5355, 16.9491, -24.6852], [17.4385, 25.9923, -17.0375], [17.4954, 25.3214, -23.8590], [19.3671, 23.2380, -25.3286], [13.0158, 31.8964, -22.3786], [18.2547, 18.2505, -20.2501], [19.3279, 19.5964, -25.8644], [13.7803, 20.1330, -25.6832], [22.2753, 20.7794, -25.6312], [19.8914, 20.3904, -21.5981], [18.7106, 20.7089, -19.9047], [21.0847, 25.2094, -21.1660], [18.1764, 22.1140, -17.7142], [17.3730, 21.9935, -18.4408], [19.3966, 23.6186, -24.3076]]
}

=====

Entry 3:
{
  "formula": "C29H60FN3O6S2",
  "method": "ωB97M-V with the def2-TZVPD basis set",
  "energy_ev": -72188.8510,
  "fmax_ev_per_a": 0.80,
  "lumo_energy_ev": -0.3,
  "gap_ev": 8.0779,
  "e_homo_ev": -8.39,
  "species": ["H", "H", "C", "H", "H", "S", "H", "C", "H", "H", "S", "O", "H", "F", "C", "H", "H", "H", "H", "H", "N", "H", "N", "C", "H", "C", "C", "H", "C", "H", "H", "H", "C", "C", "H", "H", "C", "H", "H", "H", "H", "H", "H", "C", "H", "N", "H", "C", "H", "C", "H", "H", "H", "C", "H", "H", "H", "C", "H", "H", "C", "C", "H", "H", "C", "H", "H", "H", "C", "H", "H", "H", "O", "H", "C", "H", "C", "C", "O", "C", "C", "H", "H", "H", "O", "H", "C", "H", "H", "H", "O", "H", "C", "C", "H", "H", "C", "H", "H", "C", "O"],
  "coordinates": [[1.2931, 3.0097, 3.1677], [-3.1437, 5.9735, -2.2963], [-2.7867, 1.9207, 0.7454], [5.7468, -2.4264, 0.0294], [2.8151, 0.8412, 1.4854], [-8.1928, -4.2836, -1.1053], [2.1147, 1.6058, 3.8653], [2.0125, 3.7413, -2.7808], [-4.7585, 0.9454, 2.9504], [-1.2134, -4.3507, 0.1245], [-3.6816, -3.5921, -2.2235], [3.9919, -2.4589, 2.0188], [-2.0735, 2.6971, 1.0284], [-6.9831, -2.0214, 2.4486], [1.8538, 1.2186, 1.1227], [-1.9004, 7.1524, 0.2336], [-4.2083, 5.1741, -0.0769], [-3.3239, 7.6547, -1.7767], [4.5916, -0.4335, 3.6584], [6.1483, -0.0221, 2.9198], [-6.7097, -4.1353, -1.6692], [-2.6777, -0.9541, 0.0422], [-8.0739, -3.5164, 0.2986], [0.7153, 2.9537, -2.7074], [4.5917, -3.5289, -4.1815], [5.0315, -4.3400, -2.2302], [0.0355, -2.7005, -0.6038], [1.5629, 0.6155, 0.2629], [-4.1111, -2.3521, 0.2097], [0.8419, 2.0604, -2.0950], [6.7150, -3.6020, -2.8984], [-0.5238, -1.8176, -0.9112], [-6.8121, -3.0951, 0.3700], [-6.0157, -3.4443, -0.7616], [4.3537, -6.3252, -2.7804], [3.1621, -4.0901, -3.3013], [-3.7048, 6.0065, 0.4240], [-3.4989, 5.7033, 1.4507], [-0.0886, -3.6985, 1.2954], [-1.7313, 7.0304, -2.2348], [0.1393, -3.3561, -1.4671], [2.0343, -3.1242, 0.1493], [2.7977, 3.1112, -3.2013], [4.1255, -3.5902, -3.1938], [-1.3081, -1.7349, 1.6669], [-2.7557, -1.9583, 0.1393], [1.3256, -1.6381, 0.7813], [-6.2062, -2.3570, 1.4130], [6.8514, -1.2332, 0.7202], [5.4366, -0.8301, 3.0935], [-0.0616, 3.5684, -2.2415], [0.3658, 2.6522, -3.6962], [-4.9427, 0.5530, 1.2536], [5.2866, -5.7683, -2.6850], [1.1094, 5.6564, -3.1928], [1.4140, -0.5970, 2.9315], [-3.7711, 2.3621, 0.5744], [-1.8313, -2.5260, 1.1248], [6.6253, -2.8023, 1.5077], [5.7874, -5.7721, -3.6573], [-2.4133, 6.3517, -0.3006], [-2.8935, 0.8824, 1.8540], [-2.2135, 0.0673, 1.6263], [-2.6258, 1.7297, -1.2199], [-4.3757, -1.1275, 2.4810], [-0.1547, 1.4581, 1.8249], [3.9514, -2.5734, -2.8413], [-3.6566, -2.4152, -2.8562], [-0.7737, -3.4221, 0.4872], [0.4043, 1.8782, 4.2032], [2.8057, 5.5436, -3.6681], [1.7900, 4.6253, -1.0579], [-1.5078, 5.2481, -0.2617], [4.4065, -3.1553, 2.5395], [-4.3178, 0.3804, 2.1320], [4.4448, -0.6857, 1.1960], [1.8644, 4.9955, -3.6284], [4.9684, -1.4433, 1.7826], [-2.3351, 1.2526, -0.4389], [1.1736, 1.9587, 3.4343], [1.4083, -2.2700, -0.1020], [-3.3890, -1.4710, 2.7846], [4.5704, -4.3520, -1.2407], [-2.5183, 1.3532, 2.7651], [6.2638, -3.6407, -2.0484], [5.9311, -6.2867, -1.9751], [-4.6461, -3.0657, -0.8317], [-1.9206, 4.5100, -0.7230], [-2.3926, -3.1077, 1.8609], [1.9220, -1.6947, -0.8759], [0.5854, -0.2414, 2.5911], [-4.3885, 6.8557, 0.4417], [0.8056, 1.1215, 2.2200], [-2.6687, 6.7840, -1.7359], [-5.0323, -1.2761, 3.3343], [1.5590, 4.7522, -4.6471], [-4.9161, -1.9805, 1.3584], [1.9928, 2.2494, 0.7928], [5.9250, -1.5882, 3.7122], [6.1164, -2.0026, 0.9610], [2.4647, 4.0716, -1.4684]]
}

=====

Entry 4:
{
  "formula": "C29H60N4O4S",
  "method": "ωB97M-V with the def2-TZVPD basis set",
  "energy_ev": -56028.4904,
  "fmax_ev_per_a": 3.25,
  "lumo_energy_ev": 0.7,
  "gap_ev": 9.2296,
  "e_homo_ev": -8.55,
  "species": ["C", "H", "H", "C", "S", "H", "H", "C", "C", "H", "H", "C", "H", "H", "H", "H", "H", "H", "H", "H", "H", "C", "C", "H", "H", "C", "H", "C", "C", "H", "C", "H", "N", "H", "O", "H", "O", "H", "H", "C", "C", "H", "N", "H", "H", "H", "C", "H", "H", "C", "H", "H", "H", "C", "H", "H", "H", "H", "C", "O", "H", "N", "H", "H", "H", "H", "H", "C", "H", "H", "H", "H", "H", "H", "H", "H", "H", "C", "C", "H", "O", "H", "C", "N", "H", "H", "C", "H", "H", "C", "C", "C", "C", "C", "H", "C", "C", "H"],
  "coordinates": [[-2.3969, -3.7860, 1.2918], [-4.4966, 2.3322, -1.9442], [-1.4746, -0.7725, 2.3727], [-1.8843, -3.4843, 2.6190], [-0.7051, -7.4256, 0.8666], [3.0939, -2.5577, -0.3158], [-4.1109, -4.7179, 2.2941], [7.3803, 4.2927, 3.0714], [-3.2259, -6.1676, 1.0042], [7.3722, 5.2915, 3.5160], [-3.8169, 0.9935, 1.7084], [6.3163, 3.4157, 3.6935], [-4.3193, -4.4174, 0.5959], [-4.7600, -2.3308, 0.4422], [7.5469, 6.4063, 1.5162], [-1.5981, -4.3278, 0.7937], [2.6139, 0.0221, 1.0715], [-1.9356, 0.2575, 0.0034], [-3.0529, -0.7378, -7.0104], [-2.2271, 3.2104, -5.5046], [2.8024, 1.3940, 3.6257], [-3.5992, -4.7292, 1.3399], [-3.9097, -1.7210, 0.7081], [-3.9155, -0.8916, 0.0078], [-4.1332, 0.2644, -2.8800], [-1.7054, 0.9082, -7.2549], [-2.4227, -7.5112, 2.4996], [3.6158, 1.9448, 3.1439], [2.1536, -0.7496, 0.4698], [6.3464, 2.4457, 3.1786], [2.8491, -2.1119, 0.6389], [-2.7956, -1.1260, -4.4950], [-1.6965, -3.0513, 3.6901], [-1.4623, 0.8705, 2.9283], [-2.7131, 1.7938, -2.8620], [6.5631, 3.2462, 4.7454], [7.2208, 4.3600, 1.6596], [-3.8131, 0.7674, -7.4986], [-0.8271, 3.8978, -6.3257], [-3.0667, 0.4282, -3.0601], [-3.8184, 2.6657, -2.7359], [1.1148, -3.3372, 1.1220], [5.0027, 4.0423, 3.6118], [-1.7353, -1.8699, 0.5880], [-0.6631, 2.3544, -5.4689], [8.3595, 3.8463, 3.2666], [0.6656, -0.7510, 0.7573], [-5.1676, -0.9407, 2.2066], [4.8496, 4.3575, 2.6634], [4.1687, 2.4578, 0.8702], [-3.6236, 0.4815, 3.3665], [-3.8550, -1.8184, 2.8890], [4.4708, 1.2593, 3.1024], [-3.4083, 0.2104, 2.3403], [2.9905, 3.7886, 3.9984], [-4.0963, -6.7855, 1.1824], [5.0679, 1.8743, 1.0815], [2.2625, -0.4426, -0.5669], [3.8947, 3.1752, 4.0002], [3.1564, 2.2389, 1.8373], [-3.5262, 1.5819, -5.3045], [-3.5041, 0.5839, -5.4653], [4.4307, 3.5164, 0.7943], [2.6621, -4.0618, 1.4740], [0.6016, 1.3403, 1.2914], [6.8771, 5.5966, 0.0907], [-1.7096, 1.7794, 0.7789], [-2.6102, -2.4904, 0.4712], [0.4687, -1.0977, 1.7633], [-2.9776, -6.2636, -0.0439], [-0.8818, 0.5188, -6.6450], [-1.6080, 0.1882, -4.5770], [0.1701, -1.3682, 0.0101], [-1.5184, 0.5718, -8.2782], [-1.6252, -5.9864, 2.5037], [3.7711, 2.1482, -0.0972], [0.3200, 1.0016, -0.3840], [-2.0696, -6.7257, 1.8520], [2.1075, -3.1309, 1.4985], [-2.5088, -0.1597, -2.3247], [-1.6583, 2.3218, -7.3016], [3.8054, -1.9351, 1.1195], [0.0904, 0.6566, 0.6204], [-2.6006, -3.1288, -2.0727], [5.8336, 5.9104, 1.4899], [4.0540, 2.8513, 5.0333], [-2.6740, -0.0410, -4.4417], [0.1126, -6.3665, 0.8543], [-3.4315, 3.6475, -2.4677], [-4.1028, -1.1241, 2.0993], [-3.0573, 0.3422, -6.8337], [-1.4130, 0.7354, 0.8282], [-1.8838, 0.2072, 2.1798], [-2.6116, -2.8957, -0.9278], [2.0839, -2.8107, 2.5321], [-1.3322, 2.9626, -6.0825], [6.8473, 5.6364, 1.1781], [-4.3781, 2.7551, -3.6732]]
}